[1]
Entry from the Open Molecules 2025 dataset: C5H8O in the gas phase at a distorted geometry (the ωB97M-V functional and the def2-TZVPD basis).

E_HOMO = -0.299 Ha
SMILES string = CC1=CCCO1

Geometry (Å):
C  0.92  1.48  1.35
C  0.25  0.38  0.56
C  0.06  0.49  -0.74
C  -0.68  -0.66  -1.31
C  -0.75  -1.62  -0.13
O  -0.30  -0.78  1.10
H  0.24  1.90  2.10
H  1.85  1.20  1.85
H  1.16  2.28  0.64
H  0.42  1.29  -1.37
H  0.03  -1.02  -2.05
H  -1.65  -0.40  -1.78
H  0.01  -2.38  -0.15
H  -1.73  -2.14  -0.08

***

[2]
Entry from the Open Molecules 2025 dataset: C32H29IrN7S2 as an isolated structure at a distorted geometry (the ωB97M-V functional and the def2-TZVPD basis).

Total charge = +3
Expectation value of S² = 6.037
E_HOMO (spin up / spin down) = -0.544 / -0.560 Ha
2S+1 = 5

Geometry (Å):
Ir  0.81  -1.74  0.99
N  -3.80  -1.54  2.80
C  -2.83  -1.68  1.91
N  -1.59  -1.93  2.21
C  -1.25  -2.06  3.53
N  -0.01  -2.29  3.85
N  0.90  -2.49  2.93
C  1.96  -3.18  3.22
C  2.80  -3.59  2.14
C  3.88  -4.45  2.32
C  4.53  -4.96  1.21
C  4.09  -4.57  -0.05
C  3.03  -3.68  -0.15
N  2.39  -3.19  0.91
C  -2.26  -2.03  4.55
C  -2.00  -2.31  5.90
C  -3.04  -2.35  6.80
C  -4.34  -2.05  6.40
C  -4.61  -1.72  5.08
C  -3.58  -1.75  4.15
H  -4.75  -1.32  2.50
H  -3.08  -1.57  0.86
H  2.13  -3.53  4.23
H  4.17  -4.73  3.32
H  5.35  -5.65  1.32
H  4.56  -4.96  -0.94
H  2.70  -3.35  -1.12
H  -0.98  -2.52  6.20
H  -2.85  -2.62  7.83
H  -5.15  -2.08  7.11
H  -5.61  -1.45  4.77
S  -0.30  0.34  0.93
C  -0.07  1.02  -0.67
N  -0.82  2.06  -1.10
C  -0.68  2.44  -2.49
C  0.80  2.46  -2.87
N  1.39  1.17  -2.57
C  2.56  0.79  -3.32
C  2.20  0.22  -4.67
C  2.71  0.76  -5.84
C  2.44  0.17  -7.06
C  1.61  -0.95  -7.12
C  1.09  -1.50  -5.95
C  1.37  -0.91  -4.73
C  0.93  0.50  -1.49
S  1.59  -1.07  -1.13
C  -1.90  2.65  -0.34
C  -1.67  4.13  -0.07
C  -0.77  4.52  0.92
C  -0.68  5.85  1.29
C  -1.44  6.81  0.64
C  -2.31  6.43  -0.38
C  -2.41  5.10  -0.74
H  -1.12  3.43  -2.63
H  -1.22  1.72  -3.12
H  1.32  3.24  -2.30
H  0.91  2.67  -3.93
H  3.13  0.06  -2.73
H  3.19  1.68  -3.45
H  3.35  1.63  -5.80
H  2.86  0.58  -7.96
H  1.35  -1.38  -8.08
H  0.46  -2.38  -6.00
H  0.96  -1.33  -3.82
H  -1.96  2.12  0.61
H  -2.83  2.52  -0.89
H  -0.18  3.78  1.44
H  -0.02  6.15  2.10
H  -1.38  7.85  0.93
H  -2.92  7.17  -0.88
H  -3.10  4.81  -1.53

***

[3]
Entry from the Open Molecules 2025 dataset: C5H11N in the gas phase at a distorted geometry (the ωB97M-V functional and the def2-TZVPD basis).

E_HOMO = -0.308 Ha
SMILES string = CN1CCCC1

Geometry (Å):
C  -1.56  0.15  1.42
N  -0.77  -0.22  0.26
C  -0.37  1.02  -0.49
C  0.87  0.60  -1.30
C  1.39  -0.70  -0.67
C  0.46  -0.95  0.54
H  -2.21  -0.67  1.72
H  -0.98  0.42  2.33
H  -2.12  1.06  1.20
H  -0.19  1.83  0.21
H  -1.20  1.21  -1.16
H  0.71  0.49  -2.37
H  1.63  1.37  -1.23
H  1.29  -1.62  -1.26
H  2.43  -0.72  -0.37
H  0.84  -0.55  1.51
H  0.24  -1.99  0.75

***

Number 1: calculated total energy -7360.8962 eV. Number 2: calculated total energy -68568.1258 eV. Number 3: calculated total energy -6852.8507 eV.